Record 1
Molecular formula: C18H24IN6O3Ta
Method: DFT, wB97M-V/def2-TZVPD

Positions of all 53 atoms, in Å:
1 Ta 0.406 -0.576 -0.218
2 O -2.507 4.213 0.450
3 C -2.916 3.638 -0.660
4 C -3.928 4.288 -1.372
5 C -4.401 3.746 -2.536
6 C -3.890 2.525 -3.061
7 C -2.912 1.869 -2.395
8 C -2.386 2.394 -1.165
9 C -1.397 1.720 -0.467
10 O -0.924 0.486 -0.948
11 N -0.809 2.081 0.662
12 N 0.099 1.177 1.055
13 C 0.825 1.363 2.108
14 C 1.780 0.314 2.402
15 C 2.605 0.333 3.509
16 C 3.472 -0.735 3.726
17 C 3.476 -1.793 2.825
18 C 2.631 -1.752 1.734
19 N 1.789 -0.718 1.500
20 H -1.803 3.722 0.901
21 H -4.315 5.217 -0.975
22 H -5.185 4.262 -3.077
23 H -4.286 2.136 -3.987
24 H -2.511 0.946 -2.790
25 H 0.712 2.250 2.723
26 H 2.565 1.168 4.197
27 H 4.126 -0.743 4.590
28 H 4.126 -2.647 2.963
29 H 2.620 -2.571 1.027
30 N -0.895 -1.411 1.436
31 C -0.841 -2.899 1.737
32 C -1.520 -3.714 0.656
33 C -0.842 -3.614 -0.695
34 N -0.857 -2.177 -1.181
35 H -0.669 -0.921 2.301
36 H -1.878 -1.171 1.275
37 H -1.326 -3.059 2.699
38 H 0.209 -3.178 1.851
39 H -2.576 -3.436 0.572
40 H -1.519 -4.761 0.965
41 H -1.351 -4.228 -1.437
42 H 0.198 -3.949 -0.642
43 H -1.830 -1.859 -1.149
44 H -0.645 -2.177 -2.183
45 N 3.462 1.879 -1.929
46 C 2.883 0.732 -1.773
47 O 1.820 0.629 -1.064
48 C 3.465 -0.477 -2.462
49 I 2.351 -2.220 -1.985
50 H 3.083 2.722 -1.507
51 H 4.293 1.991 -2.505
52 H 4.496 -0.655 -2.155
53 H 3.429 -0.360 -3.547

Values from the calculation:
Net charge: +4
Spin multiplicity: 1
Molar mass in g/mol: 680.28
Frontier orbital gap (spin up / spin down) in eV: 4.6 / 4.6
Energy in eV: -43753.0586
Energy above the lowest of the compared OMol25 structures with the same formula, charge and spin in kcal per mole: 2.1
HOMO energy (spin up / spin down) in eV: -18.90 / -18.90


Record 2
Molecular formula: C7H12N2O3P
Method: DFT, wB97M-V/def2-TZVPD

Positions of all 25 atoms, in Å:
1 C -2.338 0.501 -1.269
2 C -1.884 -0.393 -0.089
3 C -0.522 -0.995 -0.261
4 C -0.369 -2.372 -0.248
5 N 0.819 -2.927 -0.396
6 N 1.953 -2.281 -0.584
7 C 1.851 -0.982 -0.583
8 C 0.652 -0.268 -0.402
9 C 0.726 1.219 -0.321
10 P 1.127 1.643 1.436
11 O 1.286 0.390 2.191
12 O 0.002 2.627 1.942
13 O 2.374 2.609 1.407
14 H -2.534 1.522 -0.949
15 H -1.591 0.539 -2.060
16 H -3.247 0.106 -1.710
17 H -2.595 -1.215 -0.012
18 H -1.933 0.142 0.859
19 H -1.211 -3.037 -0.121
20 H 0.909 -3.936 -0.371
21 H 2.780 -0.447 -0.724
22 H 1.504 1.631 -0.960
23 H -0.213 1.708 -0.570
24 H -0.734 2.127 2.323
25 H 3.188 2.088 1.473

Values from the calculation:
Net charge: +1
Spin multiplicity: 1
Molar mass in g/mol: 203.16
Frontier orbital gap in eV: 9.7
Energy in eV: -25860.8100
HOMO energy in eV: -14.50


Record 3
Molecular formula: C5H6O3P
Method: DFT, wB97M-V/def2-TZVPD

Positions of all 15 atoms, in Å:
1 O 3.332 0.662 0.297
2 P 2.180 0.246 -0.580
3 O 2.386 -1.445 -0.692
4 C 0.803 0.320 0.842
5 C -0.561 0.381 0.259
6 C -1.301 -0.798 0.013
7 C -2.523 -0.457 -0.579
8 O -2.565 0.963 -0.715
9 C -1.399 1.379 -0.203
10 H 3.166 -1.506 0.026
11 H 0.968 -0.655 1.309
12 H 1.141 1.197 1.434
13 H -1.059 -1.875 0.172
14 H -3.420 -0.880 -1.158
15 H -1.148 2.469 -0.426

Values from the calculation:
Net charge: -1
Spin multiplicity: 1
Molar mass in g/mol: 145.07
Frontier orbital gap in eV: 6.4
Energy in eV: -20714.2351
Energy above the lowest of the compared OMol25 structures with the same formula, charge and spin in kcal per mole: 21.6
HOMO energy in eV: -2.81


Record 4
Molecular formula: C5H5NO
Method: DFT, wB97M-V/def2-TZVPD

Positions of all 12 atoms, in Å:
1 N -1.610 -0.282 -2.384
2 C -1.200 -0.477 -1.318
3 C -0.645 -0.760 -0.016
4 C -0.722 0.242 1.114
5 C 0.604 -0.055 0.455
6 C 1.474 0.790 -0.445
7 O 2.097 1.754 -0.068
8 H -0.712 -1.804 0.272
9 H -1.196 1.182 0.848
10 H -1.018 -0.121 2.100
11 H 1.333 -0.750 0.860
12 H 1.596 0.280 -1.417

Values from the calculation:
Spin multiplicity: 1
Molar mass in g/mol: 95.10
Frontier orbital gap in eV: 10.8
Energy in eV: -8801.6568
Energy above the lowest of the compared OMol25 structures with the same formula, charge and spin in kcal per mole: 40.6
HOMO energy in eV: -10.41